# 1
# C19H18NOSSc

A molecular structure, C19H18NOSSc at a distorted geometry (ωB97M-V/def2-TZVPD, OMol25).

Summary:
Frontier orbital gap (spin up / spin down) = 0.115 / 0.115 hartree
LUMO energy (spin up / spin down) = -0.1421 / -0.1421 Eh
HOMO (spin up / spin down) = -7.0 / -7.0 eV
Charge = 0
2S+1 = 1

Last column: Löwdin charge in e.
Positions of all 41 atoms, in Å:
C1 0.80260 -2.06869 3.21934  -0.159
C2 -0.32713 -2.73424 2.64901  -0.146
C3 -0.23607 -2.62306 1.22691  -0.186
H1 -1.11700 -3.25467 3.19042  0.106
C4 0.99024 -1.94398 0.91518  -0.205
C5 1.62475 -1.58953 2.14707  -0.188
H2 2.59748 -1.10304 2.23300  0.099
H3 1.04150 -2.00712 4.28462  0.100
H4 -0.94057 -3.04999 0.50689  0.095
H5 1.40057 -1.79535 -0.08290  0.087
C6 -0.54540 2.48407 1.33337  -0.166
C7 -0.30618 2.40917 2.73725  -0.162
C8 0.95570 1.76433 2.94545  -0.167
H6 -0.96707 2.80789 3.50807  0.109
C9 1.50810 1.46690 1.65374  -0.199
C10 0.58340 1.91621 0.66228  -0.184
H7 0.75083 1.89533 -0.41595  0.089
H8 -1.41039 2.94614 0.86082  0.098
H9 1.45222 1.59776 3.90230  0.109
H10 2.48843 1.03716 1.44545  0.097
Sc1 -0.43599 -0.09818 1.91887  0.845
O1 -1.29215 -0.15675 0.33636  -0.289
C11 -1.68292 -0.47725 -0.98294  -0.229
C12 -0.65763 -0.92950 -1.98066  0.135
H11 -2.40934 -1.30624 -0.90155  0.148
H12 -2.18877 0.41584 -1.37199  0.112
H13 -0.24975 -1.93299 -1.83469  0.132
H14 0.95600 -1.82394 -3.81864  0.132
C13 0.61619 -0.80706 -4.03605  0.020
C14 -0.22997 -0.17932 -3.06084  -0.189
C15 -0.61202 1.19231 -3.29484  0.040
H15 -1.19450 1.71896 -2.52980  0.126
C16 -0.27877 1.81380 -4.49154  -0.039
H16 -0.60233 2.84102 -4.67695  0.121
C17 0.46489 1.13215 -5.46884  -0.008
H17 0.71961 1.62616 -6.40929  0.124
C18 0.93215 -0.17288 -5.22118  -0.045
H18 1.53428 -0.69625 -5.96511  0.119
S1 -0.80245 -0.08369 6.34335  0.554
C19 -1.29867 -0.10688 4.83889  -0.999
N1 -1.63387 -0.12459 3.68514  -0.039

# 2
# C19H19AsClN2NiO2

A molecular structure, C19H19AsClN2NiO2 (ωB97M-V/def2-TZVPD, OMol25).

Summary:
Frontier orbital gap (spin up / spin down) = 0.264 / 0.263 hartree
LUMO energy (spin up / spin down) = -0.1312 / -0.1312 Eh
HOMO (spin up / spin down) = -10.8 / -10.7 eV
Charge = +1
2S+1 = 1

Last column: Löwdin charge in e.
Positions of all 45 atoms, in Å:
Ni1 -0.37019 0.27324 -0.60142  0.622
Cl1 5.94777 -3.12739 -0.24564  0.688
C1 4.58849 -2.07060 -0.43858  -0.668
C2 4.79594 -0.71989 -0.74999  -0.069
C3 3.73184 0.13287 -0.89922  -0.011
C4 2.40156 -0.30781 -0.74578  -0.326
O1 1.43528 0.56502 -0.88524  -0.164
C5 2.20432 -1.67791 -0.44524  -0.123
C6 0.91513 -2.26289 -0.29918  -0.024
N1 -0.20588 -1.63744 -0.39836  0.043
C7 -1.46141 -2.28437 -0.25555  -0.165
C8 -1.69690 -3.60773 -0.00858  0.013
C9 -3.02130 -4.08485 0.11075  -0.044
C10 -4.09128 -3.24732 -0.01579  -0.010
C11 -3.87913 -1.87123 -0.26586  -0.136
C12 -4.91613 -0.92058 -0.41368  0.024
C13 -4.61000 0.38969 -0.64562  -0.018
C14 -3.26115 0.77350 -0.72473  -0.071
N2 -2.27896 -0.08798 -0.60186  0.036
C15 -2.56207 -1.40499 -0.37725  -0.133
C16 3.31709 -2.53879 -0.29590  -0.054
H1 5.80797 -0.35707 -0.87578  0.116
H2 3.89251 1.17240 -1.15613  0.120
H3 0.90445 -3.33163 -0.09045  0.131
H4 -0.88358 -4.31331 0.09657  0.113
H5 -3.17949 -5.13688 0.30528  0.117
H6 -5.10307 -3.62136 0.07330  0.124
H7 -5.94717 -1.24400 -0.33782  0.130
H8 -5.38030 1.13830 -0.76277  0.117
H9 -2.98029 1.80728 -0.87906  0.120
H10 3.15317 -3.58495 -0.06545  0.119
C17 -0.23431 4.35288 1.86136  -0.192
As1 0.56384 3.01137 0.76417  1.038
C18 1.31212 3.85585 -0.77675  -0.182
C19 1.95598 2.17471 1.77378  -0.173
O2 -0.66061 1.92737 0.36497  -0.514
H11 0.51435 5.08444 2.16007  0.049
H12 -0.65941 3.87545 2.74146  0.050
H13 -1.02365 4.84058 1.29403  0.047
H14 2.11417 4.52781 -0.47497  0.052
H15 0.53054 4.41927 -1.28213  0.050
H16 1.69159 3.07178 -1.42655  0.031
H17 2.50571 2.92810 2.33677  0.051
H18 2.62755 1.65174 1.09829  0.019
H19 1.49489 1.46730 2.46051  0.057

# 3
# C19H19Br2FeN2O4S

A molecular structure, C19H19Br2FeN2O4S (ωB97M-V/def2-TZVPD, OMol25).

Summary:
<S²> = 6.01
Frontier orbital gap (spin up / spin down) = 0.267 / 0.263 hartree
LUMO energy (spin up / spin down) = 0.0654 / 0.0614 Eh
HOMO (spin up / spin down) = -5.5 / -5.5 eV
Charge = -1
2S+1 = 5

Last column: Löwdin charge in e.
Positions of all 48 atoms, in Å:
Fe1 0.03422 0.37763 0.17798  0.784
Br1 -3.47082 3.38665 -1.92016  0.763
C1 -3.23799 1.52489 -2.10980  -0.609
C2 -4.14074 0.80818 -2.91561  -0.173
C3 -4.01435 -0.53780 -3.09057  -0.631
Br2 -5.26324 -1.45123 -4.18727  0.753
C4 -2.96306 -1.24743 -2.45982  -0.184
C5 -2.71917 -2.63260 -2.58363  -0.021
C6 -1.66763 -3.20248 -1.92581  -0.038
C7 -0.84218 -2.39195 -1.12664  -0.102
N1 -1.04242 -1.10495 -0.99098  0.058
C8 -2.07653 -0.51356 -1.64851  -0.135
C9 -2.18367 0.91199 -1.45590  -0.431
O1 -1.31643 1.51704 -0.70855  -0.201
H1 -4.94187 1.34424 -3.40496  0.093
H2 -3.36920 -3.22870 -3.20964  0.081
H3 -1.45523 -4.25844 -2.01565  0.106
H4 -0.00075 -2.81623 -0.59112  0.116
N2 2.01301 0.49397 -0.71788  0.026
C10 2.14361 0.27531 -2.15461  -0.305
C11 1.16253 0.73143 -3.02200  -0.032
C12 1.29242 0.48980 -4.38188  -0.038
C13 2.38683 -0.20918 -4.87852  -0.253
C14 3.35590 -0.66963 -4.00049  -0.053
C15 3.23823 -0.42188 -2.63979  -0.044
S1 2.56481 -0.47200 -6.64808  0.392
O2 1.21795 -0.79711 -7.08873  -0.368
O3 3.52163 -1.56396 -6.74516  -0.376
O4 3.06141 0.80764 -7.12840  -0.362
H5 2.69559 -0.08972 -0.24771  0.093
H6 2.25691 1.45660 -0.49348  0.108
H7 0.30683 1.27654 -2.63985  0.098
H8 0.53368 0.82853 -5.07585  0.119
H9 4.19225 -1.22728 -4.40126  0.109
H10 3.99865 -0.78038 -1.95193  0.104
C16 -2.27053 0.76478 2.69573  -0.099
C17 -0.79946 1.03340 3.00231  -0.547
C18 -0.45870 2.49482 2.72294  -0.107
C19 0.11328 0.08474 2.21049  -0.266
H11 -2.92569 1.43488 3.25944  0.071
H12 -2.54100 -0.26402 2.94605  0.072
H13 -2.47513 0.91996 1.63238  0.062
H14 -0.65184 0.86605 4.07927  0.115
H15 -0.57340 2.72175 1.65774  0.061
H16 0.57080 2.72198 3.01305  0.069
H17 -1.11990 3.17366 3.26900  0.071
H18 -0.14966 -0.95514 2.44731  0.028
H19 1.14968 0.21832 2.55655  0.025

# 4
# C19H19Br4CrF7N4O8S2Si

A molecular structure, C19H19Br4CrF7N4O8S2Si (ωB97M-V/def2-TZVPD, OMol25).

Summary:
<S²> = 3.78
Frontier orbital gap (spin up / spin down) = 0.268 / 0.270 hartree
LUMO energy (spin up / spin down) = 0.0742 / 0.0742 Eh
HOMO (spin up / spin down) = -5.3 / -5.3 eV
Charge = -1
2S+1 = 4

Last column: Löwdin charge in e.
Positions of all 65 atoms, in Å:
Cr1 -0.24924 0.44676 0.37393  0.977
C1 3.03263 2.87605 2.02909  -0.156
Si1 2.83291 1.42639 0.85668  0.431
C2 4.25998 1.36321 -0.36420  -0.165
C3 2.99944 -0.12489 1.88543  -0.163
N1 1.31601 1.54084 -0.00911  -0.125
C4 1.15246 2.40372 -1.07696  -0.283
C5 1.93539 3.53466 -1.36433  -0.041
C6 1.69158 4.32798 -2.47598  -0.099
C7 0.64995 4.04797 -3.35007  -0.106
C8 -0.16229 2.95119 -3.08740  -0.010
C9 0.11534 2.19324 -1.98266  -0.199
F1 -0.68953 1.10421 -1.71222  -0.016
H1 3.94688 2.75824 2.61667  0.028
H2 2.18896 2.90123 2.72283  0.029
H3 3.07919 3.84243 1.52560  0.018
H4 5.19758 1.23642 0.18360  0.029
H5 4.35696 2.24423 -0.99629  0.015
H6 4.13437 0.49598 -1.01636  0.035
H7 3.83539 0.01234 2.57592  0.036
H8 3.21558 -0.99001 1.25638  0.031
H9 2.10526 -0.32650 2.47308  0.009
H10 2.73663 3.79953 -0.69072  0.081
H11 2.32587 5.18732 -2.65343  0.097
H12 0.46014 4.67525 -4.20933  0.093
H13 -0.99819 2.68279 -3.71876  0.122
Br1 -3.87716 4.58342 4.46537  0.684
C10 -2.62699 3.32812 3.80984  -0.759
C11 -1.77702 2.66001 4.67856  -0.763
Br2 -1.82125 3.00008 6.53629  0.683
C12 -0.86882 1.71827 4.17185  -0.644
Br3 0.32691 0.75022 5.27128  0.748
C13 -0.81394 1.45130 2.81714  -0.404
O1 -0.00667 0.56044 2.26776  -0.241
C14 -1.66801 2.14450 1.92705  -0.390
O2 -1.53929 1.83793 0.64914  -0.174
C15 -2.56946 3.06408 2.43235  -0.643
Br4 -3.68549 3.93052 1.18177  0.761
C16 0.53957 -4.76104 0.85935  -0.032
O3 1.05835 -3.46721 0.53084  0.025
C17 0.33028 -2.38348 0.74602  -0.544
O4 0.72951 -1.31995 0.29366  -0.001
N2 -0.79819 -2.48068 1.49798  0.074
N3 -1.61594 -1.33367 1.53910  0.059
H14 1.31706 -5.46128 0.57377  0.101
H15 -0.36182 -4.95611 0.27613  0.084
H16 0.35219 -4.84331 1.93075  0.098
H17 -1.27503 -3.37083 1.47575  0.139
H18 -1.83977 -1.10807 2.50100  0.120
H19 -2.44321 -1.46457 0.96809  0.108
F2 0.56770 -0.78528 -2.65057  0.137
C18 -0.05570 -1.86454 -3.12073  -0.649
F3 -0.43661 -1.61838 -4.36521  0.146
F4 0.80159 -2.87799 -3.11690  0.149
S1 -1.54298 -2.29532 -2.03699  0.635
O5 -1.69872 -1.18614 -1.11995  -0.321
O6 -1.17493 -3.54977 -1.41445  -0.293
N4 -2.77851 -2.35269 -3.00807  -0.292
S2 -2.97851 -3.71035 -3.83961  0.597
O7 -4.02612 -3.53241 -4.79322  -0.281
O8 -1.74243 -4.30960 -4.25451  -0.287
C19 -3.71974 -4.91806 -2.59412  -0.667
F5 -2.86431 -5.89393 -2.30523  0.128
F6 -4.07264 -4.31988 -1.45548  0.119
F7 -4.81314 -5.47494 -3.11724  0.124

- The highest 2S+1 belongs to which entry?
  C19H19Br2FeN2O4S

- Which of these has the highest charge?
  C19H19AsClN2NiO2

- The highest 2S+1 belongs to which entry?
  C19H19Br2FeN2O4S

- 2S+1 of number 1 (C19H18NOSSc)?
  1